DFT (ωB97M-V/def2-TZVPD) results for the molecule C2H3N3O2 at a distorted geometry.

Atoms and positions in Å:
1 C 0.101 0.680 -0.885
2 C -0.758 -1.143 0.578
3 N 0.606 1.198 0.259
4 N 1.122 0.824 1.439
5 N -0.572 -0.620 -0.597
6 O 0.002 1.108 -2.002
7 O 1.839 1.785 0.575
8 H -1.003 -2.188 0.708
9 H -0.341 -0.507 1.334
10 H -0.996 -1.137 -1.409

The value obtained for the energy above the lowest of the compared OMol25 structures with the same formula, charge and spin is 8.5305 eV. For the total energy, the calculation gives -10679.92629 eV. The calculation puts the LUMO energy (spin up / spin down) at -0.1 / -1.2 eV. As for the net charge: 0. Its HOMO-LUMO gap (spin up / spin down) is 9.46 / 5.94 eV.